32
Properties=species:S:1:pos:R:3 method="wB97M-V/def2-TZVPD" largest_force_ha_per_bohr=0.024 orbital_gap_ev=3.795 total_energy_ev=-24715.6802 multiplicity=1 homo_ev=-4.7789 total_charge=0 e_lumo_ev=-0.983
C 0.096 0.684 -3.325
C 0.438 1.692 -2.225
F -0.532 1.681 -1.283
P 2.021 1.252 -1.332
C 1.842 1.384 0.459
C 2.015 0.074 1.230
C 0.838 -0.855 1.098
C 0.668 -1.497 -0.250
O 1.744 -2.356 -0.603
H 0.136 1.140 -4.302
H -0.933 0.404 -3.162
H 0.699 -0.208 -3.269
H 0.585 2.691 -2.617
H 2.494 0.013 -1.764
H 2.978 2.183 -1.750
H 0.915 1.884 0.697
H 2.629 2.057 0.776
H 2.963 -0.407 1.024
H 2.073 0.367 2.269
H 1.010 -1.670 1.787
H -0.081 -0.391 1.444
H 0.424 -0.772 -1.034
H -0.205 -2.126 -0.184
H 2.446 -1.890 -1.074
C -4.063 -1.036 2.257
C -2.723 -0.282 2.104
O -1.966 -0.470 3.194
H -4.615 -0.666 3.122
H -4.704 -0.900 1.368
H -3.893 -2.108 2.381
H -3.009 0.777 1.849
H -2.291 -0.648 1.115

56
Properties=species:S:1:pos:R:3 method="wB97M-V/def2-TZVPD" largest_force_ha_per_bohr=0.013 orbital_gap_ev=9.039 relative_energy_kj_mol=34.4 total_energy_ev=-43227.3255 smiles="COCc1ccc(C(=O)N2CCC(CCC(=O)Nc3cccc(C)c3)CC2)s1" multiplicity=1 homo_ev=-8.5347 total_charge=0 e_lumo_ev=0.504
C 4.638 -0.434 -5.226
O 4.723 -1.469 -4.278
C 4.487 -1.048 -2.953
C 3.085 -0.578 -2.719
C 2.650 0.687 -2.464
C 1.248 0.780 -2.353
C 0.618 -0.420 -2.505
C -0.849 -0.630 -2.591
O -1.517 0.077 -3.329
N -1.379 -1.645 -1.872
C -0.762 -2.269 -0.724
C -1.459 -1.803 0.558
C -2.952 -2.126 0.496
C -3.697 -1.762 1.787
C -3.571 -0.299 2.215
C -2.268 -0.040 2.962
O -1.703 -0.893 3.608
N -1.844 1.251 2.847
C -0.735 1.875 3.434
C 0.194 1.193 4.211
C 1.262 1.887 4.753
C 1.416 3.242 4.530
C 0.495 3.935 3.751
C 0.655 5.407 3.520
C -0.574 3.241 3.209
C -3.549 -1.461 -0.747
C -2.795 -1.924 -1.992
S 1.760 -1.688 -2.826
H 4.867 -0.882 -6.190
H 3.636 0.007 -5.258
H 5.366 0.359 -5.009
H 4.703 -1.926 -2.337
H 5.180 -0.237 -2.680
H 3.311 1.530 -2.361
H 0.718 1.696 -2.166
H 0.295 -2.014 -0.682
H -0.856 -3.356 -0.826
H -1.002 -2.285 1.421
H -1.313 -0.725 0.658
H -3.055 -3.211 0.372
H -4.753 -2.007 1.653
H -3.306 -2.375 2.601
H -4.378 -0.067 2.917
H -3.670 0.372 1.362
H -2.423 1.875 2.301
H 0.075 0.139 4.388
H 1.982 1.357 5.358
H 2.253 3.772 4.960
H 0.465 5.954 4.443
H -0.037 5.764 2.761
H 1.671 5.635 3.202
H -1.298 3.767 2.601
H -4.605 -1.716 -0.846
H -3.463 -0.376 -0.680
H -3.160 -1.406 -2.880
H -2.920 -3.005 -2.126

50
Properties=species:S:1:pos:R:3 method="wB97M-V/def2-TZVPD" largest_force_ha_per_bohr=0.116 orbital_gap_ev="2.728 / 8.259" total_energy_ev=-76844.0054 s2=0.751 multiplicity=2 homo_ev="3.7237 / -1.5988" total_charge=-3 e_lumo_ev="6.451 / 6.660"
N -0.891 -0.734 1.093
H -1.671 -0.826 0.457
H -0.051 -0.836 0.541
H -0.894 -1.528 1.717
H -0.755 0.050 1.716
Cl -4.069 -0.001 -1.258
O -2.877 0.361 -1.950
O -4.376 -1.361 -1.371
O -3.935 0.040 0.219
O -5.150 0.802 -1.642
Cl -3.705 -2.417 3.319
O -4.312 -2.572 2.057
O -3.925 -1.015 3.743
O -4.223 -3.324 4.344
O -2.292 -2.627 3.129
Cl -0.833 1.629 4.221
O -0.104 2.865 3.915
O -0.160 0.399 3.983
O -1.355 1.703 5.601
O -1.905 1.785 3.298
C 3.072 1.837 -0.771
C 1.698 1.411 -0.497
C 0.729 1.939 -1.680
C 0.813 1.064 -2.965
C 0.521 -0.429 -2.581
C 1.447 -1.045 -1.501
N 1.508 -0.043 -0.285
O 2.245 -0.568 0.788
C 0.780 -2.410 -1.249
C 2.798 -1.378 -2.188
C 1.280 2.094 0.844
H 3.739 1.109 -1.233
H 3.140 2.858 -1.147
H 3.630 1.973 0.155
H -0.311 1.897 -1.356
H 0.978 2.994 -1.795
H -0.045 1.274 -3.604
H 1.738 1.223 -3.520
H 0.569 -1.064 -3.466
H -0.539 -0.442 -2.326
H -0.262 -2.423 -0.928
H 1.256 -3.034 -0.493
H 0.792 -3.068 -2.118
H 3.615 -1.185 -1.493
H 3.173 -0.670 -2.928
H 2.932 -2.353 -2.655
H 0.202 2.087 0.999
H 1.648 1.655 1.771
H 1.282 3.177 0.717
H 3.055 -0.871 0.372

65
Properties=species:S:1:pos:R:3 method="wB97M-V/def2-TZVPD" largest_force_ha_per_bohr=0.022 orbital_gap_ev=6.530 total_energy_ev=-98227.2440 multiplicity=1 homo_ev=-5.9898 total_charge=0 e_lumo_ev=0.540
Cu -0.065 0.276 0.602
O -0.334 -1.814 0.421
C -0.970 -1.544 1.485
C -0.104 -1.907 2.738
C -0.234 -3.163 3.306
C 0.366 -3.455 4.524
C 1.096 -2.482 5.195
C 1.232 -1.222 4.630
C 0.629 -0.931 3.409
P 0.813 0.706 2.602
C 2.514 1.176 3.040
C 3.549 0.344 2.609
C 4.865 0.659 2.894
C 5.167 1.814 3.607
C 4.146 2.646 4.032
C 2.822 2.329 3.752
C -0.248 1.863 3.509
C -0.496 3.096 2.905
C -1.313 4.030 3.522
C -1.913 3.727 4.736
C -1.687 2.495 5.333
C -0.852 1.568 4.726
H -0.811 -3.924 2.793
H 0.266 -4.447 4.948
H 1.561 -2.704 6.146
H 1.831 -0.469 5.132
H 3.321 -0.560 2.056
H 5.657 0.002 2.559
H 6.197 2.059 3.830
H 4.374 3.544 4.590
H 2.032 2.983 4.098
H -0.065 3.313 1.934
H -1.499 4.982 3.044
H -2.564 4.451 5.209
H -2.162 2.254 6.274
H -0.692 0.606 5.194
C -4.533 2.767 -2.255
N -3.231 2.616 -1.637
C -2.222 3.552 -2.085
P -2.864 1.220 -0.825
O -1.542 1.438 -0.159
N -3.000 0.017 -1.957
C -2.316 0.213 -3.228
C -2.884 -1.378 -1.501
N -4.012 0.840 0.282
C -3.748 0.980 1.712
C -5.266 0.169 -0.003
H -4.824 3.820 -2.248
H -5.290 2.215 -1.702
H -4.544 2.415 -3.294
H -2.489 4.571 -1.789
H -2.119 3.533 -3.176
H -1.265 3.300 -1.637
H -2.553 1.188 -3.653
H -2.656 -0.550 -3.928
H -1.228 0.122 -3.125
H -3.255 -1.482 -0.484
H -1.842 -1.700 -1.485
H -3.468 -2.014 -2.169
H -2.858 1.580 1.881
H -3.582 -0.006 2.155
H -4.601 1.468 2.191
H -5.334 -0.091 -1.057
H -6.117 0.805 0.262
H -5.334 -0.752 0.583

14
Properties=species:S:1:pos:R:3 method="wB97M-V/def2-TZVPD" largest_force_ha_per_bohr=0.044 orbital_gap_ev="7.764 / 7.761" relative_energy_kj_mol=809.0 total_energy_ev=-6789.7041 multiplicity=1 homo_ev="-14.9002 / -14.8996" total_charge=+1 e_lumo_ev="-7.136 / -7.139"
C 0.047 0.333 -0.151
C 1.290 0.184 -0.071
C 2.569 -0.613 -0.312
C 2.674 0.663 0.370
C -3.064 -0.337 0.258
N -2.432 0.732 -0.286
H 2.614 -1.538 0.250
H 2.835 -0.697 -1.359
H 3.012 1.542 -0.164
H 2.792 0.702 1.446
H -4.111 0.055 0.289
H -3.092 -1.286 -0.294
H -2.828 -0.451 1.323
H -2.306 0.711 -1.299

31
Properties=species:S:1:pos:R:3 method="wB97M-V/def2-TZVPD" largest_force_ha_per_bohr=0.054 orbital_gap_ev="4.903 / 4.974" relative_energy_kj_mol=650.7 total_energy_ev=-29098.5767 multiplicity=1 homo_ev="-2.3534 / -2.2183" total_charge=-1 e_lumo_ev="2.549 / 2.756"
C -0.117 -0.362 -2.565
C -1.108 0.576 -2.296
C -1.731 0.270 -1.074
C -1.142 -0.893 -0.522
C -0.074 -1.338 -1.521
Al 1.014 -0.171 -0.155
N 1.989 -3.106 0.851
C 1.265 1.716 -0.258
C 0.183 1.816 0.746
H -2.534 0.809 -0.635
H -1.441 1.335 -2.925
H -1.535 -1.630 0.249
H 0.307 -2.400 -1.522
H 0.387 -0.541 -3.540
H -0.808 2.158 0.494
H 2.191 1.961 0.369
H 2.558 -2.392 0.455
H 0.454 2.197 1.766
H 1.230 1.971 -1.335
Te 1.398 -1.809 2.278
C -0.090 -0.870 3.901
C -0.116 -1.568 5.120
C -0.630 -0.933 6.282
C -1.070 0.381 6.199
C -1.099 1.059 4.988
C -0.702 0.394 3.788
H 0.279 -2.617 5.116
H -0.660 -1.520 7.198
H -1.409 0.864 7.100
H -1.440 2.089 4.899
H -0.842 0.812 2.762